# C2H4ClNO

A single C2H4ClNO molecule at a distorted geometry (ωB97M-V with the def2-TZVPD basis set, the OMol25 dataset).

```
! wB97M-V def2-TZVPD RIJCOSX def2/J DEFGRID3
* xyz 0 1
H 1.5522 -1.2253 -0.1452
O 0.3368 -0.5049 1.2874
Cl -0.7717 0.5794 3.2459
N -1.5359 1.1767 0.5101
C -0.6203 0.3581 1.5907
H -2.0742 1.7341 1.1997
C 0.7059 -0.5723 -0.1063
H -0.1329 -0.9698 -0.5706
H 0.9444 0.3918 -0.4270
*
```

The SMILES is [H]/N=C(\Cl)OC. For the HOMO energy, the calculation gives -9.122 eV.

Electronic structure analysis, Mulliken charges in units of e:
1 H 0.240
2 O -0.268
3 Cl -0.113
4 N -0.529
5 C 0.471
6 H 0.195
7 C -0.680
8 H 0.338
9 H 0.345


# C22H35BrClF11IrN5O7S4SiTe

A molecular structure, C22H35BrClF11IrN5O7S4SiTe (ωB97M-V with the def2-TZVPD basis set, the OMol25 dataset).

```
! wB97M-V def2-TZVPD RIJCOSX def2/J DEFGRID3
* xyz 0 1
H -2.5883 -5.9319 -4.4017
C -1.2339 -5.3914 -2.0283
F 3.4540 2.4818 -0.4352
Cl 3.8025 -2.3639 1.2797
N 0.9065 -3.8084 0.7366
F 3.5292 0.6342 -2.3154
H -1.4570 3.3991 -0.9165
C 3.0197 -2.3210 -1.4406
C -1.2704 -1.3346 1.9945
C -4.9977 -2.2365 -2.4574
C -3.0306 -0.7146 -4.7474
H -0.5720 -1.7529 -5.4283
C -1.5718 -5.5430 -4.4889
N -1.2468 2.4170 -0.8874
C -3.8695 -3.7200 -0.8484
H -3.6018 -3.9616 -5.8755
F 1.5891 -1.5161 3.7170
H -3.9207 -0.5746 -4.1368
H -1.4688 -5.0762 -5.4677
F 2.9117 0.9164 -4.7194
H -4.8614 -3.8975 -0.4210
C 0.2469 -4.1078 -3.5319
N -0.2444 -1.8230 1.1923
C -1.7422 -2.2125 2.8958
C -2.6583 -2.1918 -4.9571
F 1.4538 -0.8194 -3.6378
N 2.1997 1.7913 2.9891
Br -1.5175 -1.5790 -1.6976
F 2.2503 2.7248 -2.9610
C -1.1960 -4.5913 -3.3376
H 0.9170 -4.9717 -3.4949
H -3.2653 -4.6008 -0.6461
C 3.6115 1.9242 0.7544
H 4.1983 -3.8489 -0.5093
H -5.7046 -4.8096 -2.4818
S -2.6799 2.3175 1.3885
H -0.8914 -6.3997 -4.4662
H -4.1608 -5.5810 -2.8217
N -1.1342 0.5083 0.4850
C -2.5505 0.8406 2.2755
H -1.0372 -4.7626 -1.1576
O 2.0742 -1.5199 -1.0844
H -5.8933 -2.4477 -1.8649
H -1.6758 -1.6505 -6.7774
C -4.7369 -4.6674 -2.9728
F 4.2565 0.7748 0.6260
Ir 0.4083 -0.5675 -0.2914
C 4.0804 -2.7717 -0.4305
H -4.5491 -1.3240 -2.0598
H -2.2096 -0.1556 -4.2988
O 0.8553 0.8845 -1.6703
O 3.2152 -2.7150 -2.5728
H -5.3228 -2.0422 -3.4780
O 1.6276 0.1939 1.1552
O 1.6827 1.7805 5.3841
H -4.9269 -4.5567 -4.0405
H 0.5583 -3.4169 -2.7499
H -0.4490 2.0779 -1.4261
H -3.4307 -2.8753 -0.3178
S -0.8972 -3.7143 2.7566
C 0.0331 -3.0786 1.4545
F 2.2938 -0.8842 5.6575
H 1.5779 -3.2592 0.2158
O 0.0554 0.7543 3.8178
F 4.3113 2.7377 1.5307
C -3.7926 -2.8960 -5.7282
H -3.2274 -0.2696 -5.7274
O 1.0530 2.5826 0.8775
C -1.7035 0.0078 1.6556
F 3.5041 -0.5202 3.9048
C 2.2600 -0.5602 4.3688
H -4.7653 -2.7843 -5.2502
F 0.4607 1.4551 -4.2152
H -0.4469 -6.1511 -2.0686
Te 1.9105 0.9093 -3.1657
H 0.4138 -3.6087 -4.4823
H -1.1603 -3.2246 -6.1893
H -2.1804 -5.9127 -1.8818
Si -2.4033 -3.1248 -3.3016
S 1.9212 1.6264 1.4883
C -1.4302 -2.2173 -5.8735
C -4.0459 -3.4383 -2.3506
H -3.0600 0.6991 3.2120
S 1.4065 1.0864 4.1725
H -2.5241 -2.0738 3.6213
H -3.8636 -2.4408 -6.7203
H 5.0149 -2.3042 -0.7297
H 1.2753 -4.6460 1.1557
C -1.5665 1.7268 0.2051
*
```

For the HOMO energy, the calculation gives -8.745 eV.

Electronic structure analysis, Mulliken charges in units of e:
1 H 0.312
2 C -1.989
3 F -0.211
4 Cl -0.104
5 N -0.108
6 F -0.440
7 H 0.253
8 C 0.028
9 C -0.778
10 C -2.091
11 C -1.612
12 H 0.295
13 C -1.668
14 N -0.234
15 C -1.851
16 H 0.311
17 F -0.102
18 H 0.276
19 H 0.288
20 F -0.367
21 H 0.580
22 C -1.880
23 N 1.318
24 C -0.012
25 C 3.054
26 F -0.417
27 N -0.759
28 Br -0.611
29 F -0.409
30 C 2.957
31 H 0.625
32 H 0.307
33 C 0.514
34 H 0.369
35 H 0.542
36 S -0.280
37 H 0.554
38 H 0.312
39 N 0.925
40 C 0.026
41 H 0.156
42 O 0.449
43 H 0.599
44 H 0.609
45 C -1.740
46 F -0.200
47 Ir 0.785
48 C -0.656
49 H 0.251
50 H 0.176
51 O -0.354
52 O -0.627
53 H 0.349
54 O -0.620
55 O -0.679
56 H 0.304
57 H -0.054
58 H -0.111
59 H 0.262
60 S -0.314
61 C 0.032
62 F -0.242
63 H -0.580
64 O -0.476
65 F -0.215
66 C -1.956
67 H 0.564
68 O -0.667
69 C -0.791
70 F -0.224
71 C 0.606
72 H 0.336
73 F -0.441
74 H 0.633
75 Te 2.002
76 H 0.262
77 H 0.329
78 H 0.366
79 Si -1.394
80 S 1.266
81 C -1.965
82 C 2.536
83 H 0.502
84 S 1.016
85 H 0.532
86 H 0.581
87 H 0.412
88 H 0.307
89 C 0.167


# C39H97FN2O11

A molecular structure, C39H97FN2O11 at a distorted geometry (ωB97M-V with the def2-TZVPD basis set, the OMol25 dataset).

```
! wB97M-V def2-TZVPD RIJCOSX def2/J DEFGRID3
* xyz 0 1
H 3.7950 -0.7487 8.8861
H 1.6195 5.6578 3.0501
O -6.4671 0.8487 0.6537
C -1.9978 -0.8142 -3.2304
C -5.0663 1.0011 0.5553
H 1.8961 8.5969 3.8770
C 1.6242 1.8572 2.8927
H 4.1130 8.7726 3.9359
H 4.0931 9.1052 5.6676
H 0.5961 -4.2621 1.5637
H -3.0105 0.6147 -6.0084
H -1.2449 1.8750 1.6474
C 1.8947 3.2113 2.2558
H 4.0206 6.6703 6.1685
H 0.4731 2.9646 -0.6929
H 4.9084 -7.9096 -2.0868
H -2.3386 1.4363 2.9675
H -1.3431 -1.9363 -5.6593
H 5.8100 -2.2545 0.2361
H -7.5098 0.7182 -2.5652
C -4.6024 2.4227 0.2909
H 0.2631 -3.7668 0.0938
C 2.1841 -6.1784 -1.3746
H 1.8305 1.9006 3.9626
H -1.6322 3.5403 0.4660
H -0.6082 1.5346 3.2512
N -0.1171 -4.3155 0.8528
H 1.6573 -1.6700 -2.4623
H -3.1571 -1.0788 0.8738
H 3.6151 1.3390 6.6443
O 2.3008 7.0962 5.2492
H -3.9590 -1.3370 -9.3079
H 0.4779 4.7880 5.2397
H 1.9951 0.0684 -2.4913
C -1.5909 3.4626 3.0650
N -2.5237 -1.5310 1.5137
C 1.9081 6.6915 2.8542
H -1.3420 0.5974 -5.4705
H -3.0634 -2.1659 2.0791
H -8.2511 1.0346 -0.2243
C -1.4359 1.9943 2.7151
H 2.9604 6.6946 2.5650
H -3.5121 2.4536 0.2785
O 1.7184 3.2344 0.8515
H -7.1172 2.2905 -0.6848
C 3.4275 -0.4223 7.9137
H -2.4223 3.8959 2.5078
C -0.9639 3.1843 5.3633
H -5.8312 0.5769 -2.0583
C -0.6733 3.8300 0.8970
H 3.8219 -2.9313 -1.0927
H 4.7738 -1.4198 1.4041
H -0.8703 -2.7486 -12.9456
H 1.4294 -1.9128 1.4183
H 3.5584 -7.7094 -3.2040
C -7.2109 1.2154 -0.4938
H 4.9302 -0.8053 -0.2412
H -6.9977 -0.6477 -1.5617
C 0.8123 -6.4847 -1.9398
H 0.4534 -5.6109 -2.4853
H 3.3170 -1.0855 -2.3444
C -4.0986 -3.3654 -9.9885
H 2.0784 -5.3107 -0.7220
H -3.7190 -4.0221 -10.7719
H -1.3330 -1.1210 -12.4232
C -0.6053 -0.2483 -3.0107
C 1.6461 7.5492 4.0797
H 0.8787 3.4007 4.2248
O 2.0195 -0.5077 8.0060
H 0.1872 1.8627 0.6424
C -1.3096 -3.6397 1.3853
H 3.4298 -9.0687 -0.4568
H 5.0378 0.9736 7.6161
H 3.6940 -3.4989 0.5600
H -0.6919 4.0200 2.7700
C 2.1327 -0.8178 -0.5384
H -3.8430 -1.4980 -11.0504
O -2.7861 -0.0780 -4.1478
H 0.7781 -7.3321 -2.6265
C 3.7099 -2.5990 -0.0548
H -1.9428 -1.8675 -3.5275
H 0.1234 -6.6853 -1.1194
H 3.6016 1.6786 8.3751
C 3.7127 7.0363 5.1896
H 0.5838 7.5219 4.3219
F -2.0321 -2.4671 -0.5268
H 4.1346 -9.3265 -2.8138
H 0.5861 1.5432 2.7698
H -0.6639 0.7864 -2.6694
H -0.7741 3.7952 1.9821
H 0.2509 -0.2492 7.1116
C 4.8715 -1.7144 0.3585
C -2.0818 -1.3117 -6.1635
H -0.0045 -0.2667 -3.9217
C 4.3817 8.3720 4.9140
H 1.4222 -2.0101 5.8029
O -1.8919 3.7014 4.4271
H -4.6616 0.3212 -0.2068
H 1.2857 3.9884 2.7332
O -0.3819 -1.5604 0.5194
H -3.0214 -1.8655 -6.1942
H -0.4613 4.8615 0.6133
H 3.8088 -1.1381 7.1760
H -2.1774 -4.2537 1.1977
H 2.8767 -5.8845 -2.1733
H 2.6553 -0.8515 5.3034
H 5.4655 8.2572 4.9382
H -2.5477 -0.7853 -2.2924
O 2.7563 -7.1932 -0.5752
O -2.1398 -1.8728 -9.9325
H -1.3454 3.4888 6.3376
C 1.3012 -0.1262 6.8474
H 2.9368 3.4877 2.4146
H -0.0842 -0.8358 -2.2540
H -4.9614 3.0947 1.0713
O 2.4229 -2.0316 0.1316
H 4.0350 6.2864 4.4573
C 2.9991 -8.4262 -1.2241
C 1.6131 -0.9526 5.6121
H 2.7311 -0.0009 -0.1201
H -0.3218 -2.4145 -10.5559
H -5.1853 -3.3438 -10.0725
H -2.5623 -2.3644 -12.6507
H 1.0994 3.3001 5.9700
C 0.4216 2.9054 0.3943
H 1.3312 7.0604 2.0058
H -4.9571 2.8039 -0.6672
C -1.5447 -2.1836 -12.3023
H -0.9750 2.0876 5.3492
C -3.5422 -1.9566 -10.1016
C -2.2753 0.0223 -5.4643
C 3.9542 -8.3333 -2.4020
C 3.9474 0.9746 7.6175
C -1.3529 -2.6020 -10.8546
H -1.2068 -3.4984 2.4521
C 0.4543 3.6989 5.1861
H 0.9923 -0.6275 4.7803
H 2.0547 -8.8905 -1.5307
H -3.8334 -3.8035 -9.0256
H 1.0920 -0.5986 -0.2924
C -1.5669 -2.2791 0.7616
C -6.8627 0.4193 -1.7405
H -1.7406 -1.1542 -7.1876
H -4.6747 0.6681 1.5174
C 2.2874 -0.8828 -2.0468
H 2.2600 1.0910 2.4463
H -1.5239 -3.6785 -10.7396
H 1.4494 0.9406 6.6398
O 0.2817 -0.6500 2.4874
C 0.4928 -1.3820 1.5605
*
```

For the HOMO energy, the calculation gives -8.760 eV.

Atom charges from the Mulliken analysis, given in e for atoms 1 to 99:
1 H 0.365
2 H 0.072
3 O -0.509
4 C -0.480
5 C -0.082
6 H 0.372
7 C -0.073
8 H 0.277
9 H 0.277
10 H 0.304
11 H 0.363
12 H -0.174
13 C 0.634
14 H 0.387
15 H 0.489
16 H 0.280
17 H 0.574
18 H 0.288
19 H 0.434
20 H 0.407
21 C -0.282
22 H 0.146
23 C 0.437
24 H 0.461
25 H 0.315
26 H -0.184
27 N -0.451
28 H 0.440
29 H -0.073
30 H 0.113
31 O -0.440
32 H 0.359
33 H 0.093
34 H 0.371
35 C 0.430
36 N -0.251
37 C -0.693
38 H 0.283
39 H 0.263
40 H 0.359
41 C 0.237
42 H 0.335
43 H -0.356
44 O -0.508
45 H 0.293
46 C -0.312
47 H 0.516
48 C -0.603
49 H 0.192
50 C -0.769
51 H 0.346
52 H 0.323
53 H 0.383
54 H 1.184
55 H 0.264
56 C -0.319
57 H 0.302
58 H 0.272
59 C -1.209
60 H 0.355
61 H 0.542
62 C -1.085
63 H -0.330
64 H 0.276
65 H 0.299
66 C 0.369
67 C -0.687
68 H -0.586
69 O -0.477
70 H -0.653
71 C -1.401
72 H 0.350
73 H 0.399
74 H 0.415
75 H 0.916
76 C 1.620
77 H 0.312
78 O -0.430
79 H 0.380
80 C -0.379
81 H 0.371
82 H 0.314
83 H 0.267
84 C -0.137
85 H 0.393
86 F -0.369
87 H 0.392
88 H -1.331
89 H 0.303
90 H -1.865
91 H 0.340
92 C -1.408
93 C -0.876
94 H 0.487
95 C -1.152
96 H 0.368
97 O -0.576
98 H 0.029
99 H -0.965